1.
DFT (the ωB97M-V functional and the def2-TZVPD basis) results for a cluster of 6 separate species, C28H26N6O8 in total in a non-equilibrium geometry.

The geometry in XYZ format:
```
68
Properties=species:S:1:pos:R:3
O 2.821 -2.760 0.670
N 2.853 -3.098 -0.489
O 2.420 -2.445 -1.404
C 3.473 -4.382 -0.792
C 4.091 -4.559 -2.014
C 4.666 -5.789 -2.338
C 4.626 -6.829 -1.407
C 3.990 -6.637 -0.185
C 3.483 -5.405 0.147
H 4.071 -3.746 -2.727
H 5.072 -5.885 -3.334
H 4.977 -7.816 -1.677
H 4.036 -7.409 0.572
H 3.096 -5.272 1.149
O -5.400 3.136 -3.667
N -4.935 2.207 -4.302
O -5.260 1.855 -5.408
C -3.887 1.457 -3.612
C -3.243 0.407 -4.284
C -2.359 -0.408 -3.569
C -1.914 -0.016 -2.314
C -2.599 0.966 -1.615
C -3.550 1.731 -2.287
H -3.592 0.132 -5.268
H -1.801 -1.194 -4.061
H -1.255 -0.587 -1.668
H -2.370 1.154 -0.575
H -4.114 2.487 -1.759
O 4.612 0.505 1.013
N 4.872 1.674 1.202
O 5.918 2.051 1.726
C 3.861 2.686 0.958
C 4.192 4.045 1.055
C 3.224 4.996 0.769
C 2.031 4.606 0.171
C 1.760 3.261 -0.060
C 2.673 2.307 0.324
H 5.145 4.259 1.519
H 3.372 6.059 0.904
H 1.201 5.272 -0.030
H 0.810 2.954 -0.474
H 2.453 1.252 0.230
O -4.121 4.152 6.469
N -3.284 4.381 5.609
O -2.248 4.958 5.825
C -3.566 3.913 4.239
C -4.894 3.757 3.896
C -5.245 3.431 2.604
C -4.223 3.287 1.667
C -2.890 3.562 1.955
C -2.573 3.866 3.277
H -5.588 3.838 4.724
H -6.295 3.249 2.428
H -4.489 3.067 0.639
H -2.046 3.371 1.309
H -1.592 4.216 3.575
C 0.088 -6.138 -1.545
C -0.012 -5.215 -0.432
N -0.121 -4.494 0.453
H 0.415 -7.141 -1.285
H 0.783 -5.674 -2.249
H -0.869 -6.264 -2.051
C -0.042 -1.398 1.220
C -0.305 0.040 1.385
N -0.549 1.157 1.498
H -0.980 -1.942 1.227
H 0.554 -1.573 2.120
H 0.575 -1.622 0.357
```

The value obtained for the calculated total energy is -2012.61520 hartree. The lowest unoccupied orbital energy comes out at -0.72 eV. The net charge is 0. The value obtained for the HOMO energy is -9.8700 eV. The calculation puts the energy relative to the best compared isomer or geometry (same formula, charge and spin) at 0.0 kcal per mole. As for the HOMO-LUMO gap: 9.1 eV.


2.
DFT (the ωB97M-V functional and the def2-TZVPD basis) results for a structure of composition C28H27AsIrNO2Te in a non-equilibrium geometry.

The geometry in XYZ format:
```
61
Properties=species:S:1:pos:R:3
Ir 0.410 -2.375 -0.912
N 2.382 -2.851 -1.482
C 3.136 -3.327 -0.291
C 2.209 -3.646 0.846
O 2.524 -4.014 1.921
O 0.850 -3.457 0.545
H 2.291 -3.581 -2.185
H 2.874 -2.084 -1.934
H 3.824 -2.554 0.043
H 3.718 -4.215 -0.531
C -3.366 -1.334 0.579
Te -1.823 -2.769 0.568
C -1.066 -1.784 2.294
C -2.112 -0.763 2.684
C -1.963 -0.016 3.853
C -2.920 0.923 4.200
C -4.043 1.101 3.399
C -4.195 0.356 2.244
C -3.216 -0.563 1.873
H -4.310 -1.875 0.522
H -3.283 -0.712 -0.310
H -0.113 -1.337 2.024
H -0.875 -2.539 3.055
H -1.110 -0.186 4.501
H -2.804 1.503 5.106
H -4.806 1.816 3.681
H -5.079 0.481 1.628
C -3.635 1.994 -0.947
C -2.737 2.257 0.076
C -1.487 1.650 0.089
C -1.141 0.797 -0.953
C -2.057 0.499 -1.969
C -3.302 1.107 -1.967
As 0.589 -0.005 -1.019
C 1.427 0.450 -2.663
C 2.640 1.136 -2.638
C 3.254 1.463 -3.839
C 2.678 1.087 -5.045
C 1.483 0.376 -5.066
C 0.857 0.046 -3.875
C 1.630 0.691 0.416
C 2.207 -0.143 1.367
C 2.911 0.404 2.430
C 3.051 1.781 2.529
C 2.491 2.615 1.568
C 1.772 2.076 0.512
H -4.603 2.479 -0.952
H -3.002 2.941 0.871
H -0.797 1.866 0.893
H -1.806 -0.176 -2.777
H -4.006 0.899 -2.763
H 3.098 1.426 -1.703
H 4.188 2.010 -3.829
H 3.167 1.343 -5.976
H 1.042 0.079 -6.008
H -0.071 -0.512 -3.908
H 2.129 -1.216 1.282
H 3.344 -0.244 3.181
H 3.604 2.209 3.354
H 2.614 3.688 1.638
H 1.334 2.733 -0.229
```

The value obtained for the calculated total energy is -3895.94931 hartree. The lowest unoccupied orbital energy comes out at -8.45 eV. The net charge is +2. The value obtained for the HOMO energy is -14.1087 eV. The calculation puts the energy relative to the best compared isomer or geometry (same formula, charge and spin) at 0.0 kcal per mole. As for the HOMO-LUMO gap: 5.7 eV.


3.
DFT (the ωB97M-V functional and the def2-TZVPD basis) results for a structure of composition C28H27BeBrN2O2S2.

The geometry in XYZ format:
```
63
Properties=species:S:1:pos:R:3
Be 0.766 0.175 1.225
Br 2.502 -2.784 -5.154
C 2.389 -2.225 -3.361
C 3.438 -1.514 -2.798
C 3.334 -1.069 -1.490
C 2.183 -1.337 -0.765
C 1.132 -2.052 -1.327
C 1.242 -2.508 -2.629
N 2.041 -0.849 0.569
C 2.942 -1.064 1.443
C 2.698 -0.477 2.770
C 3.551 -0.575 3.846
C 3.183 0.052 5.034
C 1.988 0.745 5.088
C 1.186 0.795 3.955
N 1.530 0.194 2.823
H 4.324 -1.300 -3.380
H 4.133 -0.486 -1.049
H 0.249 -2.266 -0.737
H 0.445 -3.085 -3.077
H 3.834 -1.651 1.237
H 4.479 -1.124 3.762
H 3.826 -0.002 5.901
H 1.672 1.247 5.991
H 0.246 1.332 3.957
O -0.657 -0.551 1.118
S -1.872 -0.457 2.067
C -2.631 1.156 1.770
C -3.122 1.490 0.368
C -2.022 1.754 -0.663
C -1.235 3.043 -0.395
S 0.559 2.858 -0.262
O 0.724 1.669 0.688
C 1.022 2.379 -1.899
C 0.681 1.165 -2.490
C 1.049 0.938 -3.804
C 1.750 1.910 -4.513
C 2.101 3.107 -3.910
C 1.743 3.346 -2.590
C -3.040 -1.574 1.370
C -4.017 -2.056 2.231
C -4.983 -2.914 1.724
C -4.943 -3.288 0.389
C -3.943 -2.811 -0.453
C -2.981 -1.942 0.032
H -1.885 1.864 2.145
H -3.459 1.161 2.485
H -3.768 2.367 0.457
H -3.761 0.684 0.008
H -2.472 1.812 -1.653
H -1.354 0.897 -0.671
H -1.512 3.509 0.554
H -1.375 3.797 -1.170
H 0.160 0.394 -1.940
H 0.790 0.003 -4.282
H 2.029 1.723 -5.541
H 2.658 3.853 -4.459
H 2.022 4.274 -2.104
H -4.019 -1.780 3.279
H -5.753 -3.301 2.377
H -5.691 -3.966 0.001
H -3.917 -3.119 -1.490
H -2.193 -1.568 -0.608
```

The value obtained for the calculated total energy is -4727.94356 hartree. The lowest unoccupied orbital energy comes out at -6.53 eV. The net charge is +2. The value obtained for the HOMO energy is -13.8480 eV. As for the HOMO-LUMO gap: 7.3 eV.


4.
DFT (the ωB97M-V functional and the def2-TZVPD basis) results for a structure of composition C28H27BrF6MnN4O4S in a non-equilibrium geometry.

The geometry in XYZ format:
```
72
Properties=species:S:1:pos:R:3
Mn 0.185 0.841 0.666
C -3.146 0.620 5.069
C -2.012 1.314 4.371
C -1.462 2.502 4.840
C -0.438 3.135 4.152
C 0.002 2.541 2.991
Br 1.370 3.303 1.937
N -0.508 1.405 2.525
C -1.489 0.799 3.195
H -3.326 1.053 6.050
H -2.938 -0.442 5.196
H -4.063 0.710 4.485
H -1.841 2.945 5.753
H -0.003 4.060 4.499
H -1.865 -0.112 2.745
C 4.825 -7.712 -7.274
O 4.571 -6.381 -7.695
C 3.651 -5.664 -7.018
C 2.959 -6.125 -5.897
C 2.035 -5.307 -5.274
C 1.779 -4.015 -5.761
C 2.480 -3.570 -6.900
C 3.403 -4.376 -7.512
N 0.896 -3.133 -5.189
N 0.197 -3.573 -4.194
C 0.041 -2.850 -3.070
C -0.827 -3.402 -2.110
C -1.112 -2.791 -0.907
C -0.552 -1.559 -0.574
O -0.813 -0.914 0.554
C 0.348 -0.977 -1.508
N 0.889 0.216 -1.136
C 1.700 0.861 -1.954
C 2.046 0.348 -3.196
C 1.532 -0.868 -3.591
C 0.660 -1.576 -2.755
H 5.568 -8.106 -7.961
H 3.920 -8.321 -7.329
H 5.223 -7.734 -6.257
H 3.129 -7.121 -5.514
H 1.483 -5.663 -4.415
H 2.266 -2.580 -7.282
H 3.947 -4.049 -8.388
H -1.285 -4.348 -2.368
H -1.807 -3.244 -0.211
H 2.075 1.818 -1.611
H 2.709 0.906 -3.841
H 1.792 -1.275 -4.556
C 1.381 -2.477 2.375
S 2.248 -1.386 1.265
C 3.854 -1.388 2.033
O 1.722 0.015 1.623
H 1.789 -3.481 2.259
H 0.336 -2.457 2.071
H 1.500 -2.118 3.396
H 4.264 -2.394 1.965
H 3.753 -1.070 3.070
H 4.481 -0.693 1.479
C -2.403 1.112 -1.704
C -2.074 2.246 -0.739
O -0.859 2.118 -0.095
C -1.972 3.570 -1.533
F -1.757 4.621 -0.738
F -3.071 3.812 -2.254
F -0.938 3.490 -2.387
C -3.177 2.338 0.341
F -4.367 2.671 -0.160
F -2.874 3.214 1.308
F -3.313 1.136 0.941
H -1.628 1.057 -2.467
H -3.362 1.280 -2.189
H -2.443 0.172 -1.157
```

The value obtained for the calculated total energy is -6325.39897 hartree. The lowest unoccupied orbital energy (alpha / beta) comes out at -3.80 / -3.34 eV. The net charge is +1. Its spin multiplicity is 5. The value obtained for the HOMO energy (alpha / beta) is -9.2366 / -9.2242 eV. The calculation puts the energy relative to the best compared isomer or geometry (same formula, charge and spin) at 21.8 kcal per mole. As for the HOMO-LUMO gap (alpha / beta): 5.4 / 5.9 eV. As for the expectation value of S²: 6.398.


5.
DFT (the ωB97M-V functional and the def2-TZVPD basis) results for a structure of composition C28H27Cl4GeN2O2Ru in a non-equilibrium geometry.

The geometry in XYZ format:
```
65
Properties=species:S:1:pos:R:3
Ru -0.704 0.773 0.741
C 2.763 -3.329 0.508
N 2.950 -1.882 0.310
C 2.670 -1.518 -1.091
C 2.091 -1.108 1.249
C 2.317 0.382 1.133
C 3.578 0.877 1.458
C 3.862 2.225 1.341
C 2.886 3.092 0.882
C 1.615 2.613 0.595
C 1.307 1.266 0.744
H 3.406 -3.883 -0.171
H 1.727 -3.594 0.292
H 3.010 -3.610 1.530
H 3.930 -1.648 0.515
H 1.602 -1.646 -1.281
H 3.245 -2.151 -1.761
H 2.939 -0.482 -1.279
H 2.303 -1.439 2.268
H 1.053 -1.351 1.012
H 4.337 0.207 1.840
H 4.843 2.592 1.600
H 3.103 4.141 0.762
H 0.856 3.313 0.264
Cl -0.616 0.016 2.896
Ge -2.715 -1.140 3.194
Cl -3.720 0.337 4.456
Cl -1.830 -2.642 4.532
C -0.024 3.085 -4.572
C 0.598 2.015 -3.930
C 0.186 1.623 -2.679
C -0.872 2.311 -2.031
C -1.504 3.387 -2.704
C -1.069 3.767 -3.950
N -1.277 1.890 -0.826
C -2.130 2.537 0.046
C -3.194 1.794 0.632
C -4.055 2.406 1.524
C -3.889 3.743 1.856
C -2.861 4.485 1.278
C -1.986 3.901 0.389
H 0.299 3.385 -5.557
H 1.395 1.488 -4.432
H 0.630 0.786 -2.155
H -2.334 3.886 -2.225
H -1.553 4.591 -4.451
H -3.401 0.790 0.271
H -4.878 1.839 1.935
H -4.571 4.208 2.549
H -2.754 5.529 1.526
H -1.199 4.479 -0.074
Cl -0.200 -7.667 0.192
C -0.577 -6.001 0.043
C -0.397 -5.354 -1.180
C -0.633 -3.998 -1.279
C -1.105 -3.286 -0.174
C -1.355 -3.957 1.023
C -1.062 -5.299 1.146
C -1.194 -1.804 -0.179
O -2.023 -1.197 0.554
O -0.320 -1.155 -0.809
H -0.064 -5.919 -2.036
H -0.485 -3.488 -2.218
H -1.750 -3.411 1.868
H -1.202 -5.800 2.088
```

The value obtained for the calculated total energy is -5355.18570 hartree. The lowest unoccupied orbital energy (alpha / beta) comes out at -8.42 / -8.65 eV. The net charge is +2. Its spin multiplicity is 2. The value obtained for the HOMO energy (alpha / beta) is -13.8410 / -13.8178 eV. The calculation puts the energy relative to the best compared isomer or geometry (same formula, charge and spin) at 51.2 kcal per mole. As for the HOMO-LUMO gap (alpha / beta): 5.4 / 5.2 eV. As for the expectation value of S²: 0.912.


6.
DFT (the ωB97M-V functional and the def2-TZVPD basis) results for a cluster of 2 separate species, C28H27FN3O7S2 in total in a non-equilibrium geometry.

The geometry in XYZ format:
```
68
Properties=species:S:1:pos:R:3
C -6.124 -0.466 3.035
N -5.019 -0.159 3.921
C -5.296 0.952 4.811
C -3.708 -0.556 3.597
C -3.088 -0.140 2.394
C -1.788 -0.531 2.094
C -1.046 -1.349 2.958
C 0.388 -1.631 2.733
C 1.407 -0.950 3.316
C 2.700 -1.616 3.615
O 2.824 -2.821 3.780
N 3.822 -0.766 3.666
C 5.138 -1.367 3.749
C 3.761 0.628 3.629
O 4.753 1.356 3.565
N 2.468 1.199 3.674
C 2.448 2.621 3.951
C 1.268 0.460 3.766
O 0.221 0.989 4.120
C -1.711 -1.876 4.088
C -2.983 -1.448 4.439
H -5.892 -1.332 2.406
H -7.016 -0.688 3.633
H -6.368 0.391 2.391
H -4.414 1.167 5.425
H -5.563 1.851 4.227
H -6.152 0.700 5.456
H -3.634 0.536 1.725
H -1.302 -0.172 1.188
H 0.623 -2.568 2.236
H 5.847 -0.541 3.773
H 5.213 -1.984 4.653
H 5.324 -2.007 2.877
H 1.413 2.921 4.112
H 3.051 2.813 4.847
H 2.883 3.171 3.109
H -1.161 -2.600 4.699
H -3.459 -1.803 5.361
F 0.373 0.012 -0.225
C 0.709 -1.240 0.153
S -0.355 -2.585 -0.485
C 0.298 -3.578 -1.864
C 0.977 -4.763 -1.572
C 1.406 -5.592 -2.610
C 1.164 -5.235 -3.939
C 0.455 -4.062 -4.225
C -0.003 -3.242 -3.188
O -0.380 -3.571 0.591
O -1.573 -1.952 -0.957
S 2.440 -1.494 -0.086
C 3.186 0.088 -0.499
C 3.717 0.255 -1.779
C 4.372 1.442 -2.115
C 4.586 2.429 -1.143
C 4.117 2.230 0.161
C 3.374 1.086 0.464
O 3.023 -1.915 1.176
O 2.666 -2.320 -1.266
H 1.141 -5.046 -0.533
H 1.920 -6.518 -2.362
H 1.520 -5.877 -4.744
H 0.241 -3.786 -5.255
H -0.606 -2.354 -3.384
H 3.609 -0.551 -2.502
H 4.707 1.572 -3.144
H 5.113 3.352 -1.396
H 4.320 2.964 0.945
H 2.933 0.950 1.456
```

The value obtained for the calculated total energy is -2670.36145 hartree. The lowest unoccupied orbital energy comes out at 2.74 eV. The net charge is -1. The value obtained for the HOMO energy is -4.6091 eV. The calculation puts the energy relative to the best compared isomer or geometry (same formula, charge and spin) at 9.2 kcal per mole. As for the HOMO-LUMO gap: 7.3 eV.


7.
DFT (the ωB97M-V functional and the def2-TZVPD basis) results for a structure of composition C28H27FeN2S in a non-equilibrium geometry.

The geometry in XYZ format:
```
59
Properties=species:S:1:pos:R:3
C 3.458 -2.855 -3.672
C 2.145 -2.549 -4.041
C 1.469 -1.486 -3.428
C 2.108 -0.740 -2.434
C 1.442 0.498 -1.836
C 2.313 1.720 -2.019
C 1.927 2.857 -1.115
N 2.011 2.355 0.258
C 2.338 3.112 1.379
C 2.242 2.373 2.564
C 2.622 2.961 3.771
C 3.057 4.294 3.759
C 3.114 5.032 2.562
C 2.752 4.432 1.345
S 1.582 0.785 2.255
C 1.547 1.105 0.503
N 1.149 0.307 -0.446
C 3.405 -1.075 -2.027
C 4.086 -2.119 -2.665
H 3.990 -3.666 -4.168
H 1.640 -3.117 -4.823
H 0.448 -1.216 -3.718
H 0.497 0.653 -2.375
H 3.348 1.447 -1.807
H 2.277 2.032 -3.068
H 2.613 3.687 -1.201
H 0.892 3.161 -1.317
H 2.573 2.371 4.692
H 3.352 4.774 4.690
H 3.434 6.071 2.559
H 2.778 4.966 0.389
H 3.889 -0.505 -1.230
H 5.114 -2.335 -2.372
C -0.151 -1.104 0.220
C -0.971 -2.191 -0.031
C -2.353 -2.012 -0.358
C -3.364 -3.062 -0.274
C -4.639 -2.525 -0.677
C -4.454 -1.123 -0.991
C -3.058 -0.796 -0.792
Fe -3.873 -1.528 0.846
C -2.994 -0.767 2.441
C -3.460 -2.126 2.679
C -4.888 -2.161 2.422
C -5.307 -0.830 2.019
C -4.138 0.031 2.028
H 0.771 -1.405 0.723
H -0.082 -1.047 -0.875
H -0.691 -0.242 0.632
H -0.672 -3.212 0.207
H -3.098 -4.082 -0.009
H -5.557 -3.092 -0.793
H -5.202 -0.444 -1.394
H -2.568 0.146 -1.003
H -1.994 -0.396 2.645
H -2.862 -2.942 3.076
H -5.544 -3.008 2.607
H -6.333 -0.514 1.846
H -4.130 1.104 1.845
```

The value obtained for the calculated total energy is -2854.26907 hartree. The lowest unoccupied orbital energy (alpha / beta) comes out at 2.59 / 2.14 eV. The net charge is -1. Its spin multiplicity is 5. The value obtained for the HOMO energy (alpha / beta) is 0.6188 / -4.7156 eV. The calculation puts the energy relative to the best compared isomer or geometry (same formula, charge and spin) at 42.2 kcal per mole. As for the HOMO-LUMO gap (alpha / beta): 2.0 / 6.9 eV. As for the expectation value of S²: 6.057.


- Among the records above, which one has the highest calculated total energy?
  C28H26N6O8